# 1
{"formula": "C4H8O", "method": "ωB97M-V/def2-TZVPD", "species": ["H", "H", "C", "H", "C", "H", "H", "H", "C", "C", "H", "H", "O"], "xyz": [[0.300, 1.365, 0.701], [-2.759, -0.420, 0.232], [-1.765, -0.919, 0.008], [0.071, 1.585, -0.989], [1.711, -0.389, 0.057], [-1.370, 1.730, -0.034], [2.441, -1.127, 0.322], [-1.697, -2.000, 0.124], [-0.395, 1.196, -0.096], [-0.621, -0.299, -0.151], [1.578, 0.336, 0.996], [2.044, 0.040, -0.902], [0.463, -1.098, -0.268]], "mulliken_charge": [0.267, 0.226, -0.833, 0.315, -0.691, 0.297, 0.253, 0.278, -1.118, 0.811, 0.315, 0.277, -0.395], "lumo_energy_ev": 0.961, "molar_mass_g_mol": 72.11, "homo_energy_ev": -8.49, "smiles": "C=C(C)OC", "e_above_lowest_kj_mol": 173.23, "orbital_gap_ev": 9.45, "e_tot_ev": -6323.3725}

# 2
{"formula": "C28H41Br66N3OP", "method": "ωB97M-V/def2-TZVPD", "species": ["Br", "H", "Br", "H", "C", "Br", "Br", "Br", "H", "H", "Br", "Br", "Br", "C", "Br", "Br", "H", "Br", "Br", "C", "H", "O", "Br", "Br", "H", "Br", "C", "Br", "Br", "C", "C", "Br", "H", "Br", "P", "Br", "Br", "C", "C", "Br", "H", "H", "H", "H", "Br", "C", "C", "H", "H", "C", "Br", "C", "Br", "Br", "C", "H", "N", "Br", "Br", "H", "C", "Br", "Br", "Br", "Br", "C", "Br", "Br", "C", "Br", "H", "Br", "C", "H", "N", "C", "H", "H", "C", "Br", "H", "H", "N", "Br", "Br", "Br", "Br", "Br", "Br", "H", "H", "H", "H", "C", "H", "C", "Br", "C", "H", "Br", "H", "Br", "H", "Br", "Br", "Br", "C", "H", "Br", "Br", "Br", "H", "Br", "Br", "Br", "H", "H", "Br", "H", "Br", "Br", "H", "H", "C", "H", "Br", "Br", "C", "Br", "Br", "C", "Br", "Br", "Br", "Br", "H", "C", "C", "H", "H"], "xyz": [[-7.324, 1.257, -2.130], [-1.058, -0.564, -2.458], [-4.311, 1.340, -1.064], [0.833, 0.113, -4.081], [-5.901, 8.062, 3.262], [4.224, -0.879, 8.175], [-4.107, 7.362, 3.335], [-4.851, 4.278, 1.841], [-4.501, 2.248, -5.108], [-0.151, 1.186, 0.051], [0.324, -5.501, 1.336], [0.216, -4.067, -5.484], [-7.724, 4.835, -8.477], [0.725, 1.381, 0.642], [1.125, -12.883, 0.440], [-8.738, 4.932, -0.991], [-5.855, 8.994, 2.723], [-6.085, 2.772, -10.718], [3.142, -7.498, 3.346], [-1.671, 6.806, -1.329], [8.167, -6.971, 4.981], [3.173, 1.476, -4.277], [-0.449, -0.997, -6.003], [0.171, -2.813, -0.394], [-6.515, 6.617, -7.272], [1.094, -1.520, 6.642], [2.696, -12.886, -0.670], [-5.786, 7.115, -9.575], [6.303, -0.978, -3.701], [7.152, -7.198, 4.702], [-3.014, 3.776, 2.125], [-9.597, 1.095, 0.805], [1.736, -3.818, 7.279], [6.034, 1.406, -0.555], [-0.543, 1.479, -2.827], [2.672, -3.744, 4.998], [-1.854, 8.645, -4.404], [4.950, 0.544, 9.251], [0.339, 1.160, 2.087], [3.709, 1.104, 10.608], [4.858, 2.430, -4.835], [0.206, 0.119, 2.292], [4.732, -10.596, 8.686], [-11.705, -0.190, 0.802], [3.040, -11.140, -1.412], [-3.639, 9.377, -4.351], [2.265, 0.990, -1.240], [-3.607, 10.306, -4.895], [2.398, -0.518, -2.667], [5.680, -4.780, 9.012], [-2.854, 2.327, 3.384], [1.894, 1.878, -4.126], [-7.077, 6.893, 2.277], [9.045, 0.140, -2.498], [0.882, -2.392, -6.135], [1.920, 2.000, -1.302], [1.729, 0.143, -2.314], [-4.879, 0.432, -12.519], [-4.722, -0.199, -4.923], [1.469, -0.544, 0.046], [6.152, 0.510, 1.145], [6.942, -9.107, 4.807], [-2.324, 7.172, 0.442], [-4.195, 9.774, -2.550], [4.961, -13.039, 8.945], [-4.256, 1.447, -5.791], [3.406, -10.648, 3.030], [-6.355, 6.783, -1.998], [7.949, -1.414, -2.790], [3.266, 1.936, 4.655], [5.901, -4.596, 7.974], [-0.372, -2.752, 2.744], [-6.027, 0.872, -11.038], [-5.601, 0.415, -10.159], [-1.502, 0.341, -2.406], [-6.225, 5.977, -8.090], [8.499, -2.079, -3.435], [1.408, 2.030, -5.074], [5.311, -11.325, 8.144], [-4.705, 4.946, -7.509], [2.499, -13.549, -1.495], [-0.581, 1.677, 2.232], [1.080, 0.833, -3.392], [-5.249, 1.750, -7.400], [0.696, -9.195, 2.216], [-6.581, 8.446, 5.016], [-2.350, 1.572, -6.120], [3.773, -4.598, 9.230], [6.649, -3.472, 10.042], [-2.509, 4.626, 2.554], [2.981, -8.918, 1.330], [2.660, 0.523, 0.788], [-8.471, 7.389, -0.882], [4.126, 2.511, -4.065], [5.817, 0.151, 9.756], [0.581, -3.598, 1.315], [6.004, 1.730, 2.618], [-8.243, 6.675, -1.656], [1.099, 1.579, 2.706], [-4.916, 8.230, -5.215], [1.628, -3.425, 1.502], [-9.272, 7.165, -3.206], [4.624, 2.414, -3.120], [4.722, -11.265, 6.311], [0.779, 3.879, 4.962], [1.407, 1.755, 7.255], [-5.837, 2.362, -1.622], [-0.320, 2.427, -1.809], [7.611, -2.358, -1.147], [4.235, -13.579, 0.256], [0.119, 6.082, -1.319], [-6.150, 2.945, -0.769], [-0.296, -4.336, 5.982], [7.162, -10.826, 8.323], [-2.143, 3.394, 0.448], [1.800, 2.800, -3.584], [3.331, 0.931, -1.260], [-2.890, 5.676, -2.298], [7.129, 0.055, 1.191], [-10.979, -0.558, -1.531], [5.551, 2.029, 8.180], [1.028, 2.405, 0.546], [-1.629, 7.749, -1.848], [1.347, -3.411, 6.360], [3.698, 3.490, -4.137], [-10.093, -2.027, 1.153], [4.857, -0.898, 1.271], [1.805, 0.464, 0.135], [2.514, -1.868, -5.241], [-7.791, 0.143, -11.261], [2.610, -9.046, 2.334], [-5.386, 3.619, -3.012], [5.999, -6.296, 5.956], [6.907, -6.538, 2.908], [6.265, -6.567, 9.409], [1.117, -2.517, -7.180], [2.150, 2.901, 5.893], [-10.738, -0.392, 0.373], [-1.122, 2.102, -3.949], [2.774, 3.619, 6.399]], "mulliken_charge": [0.063, 0.109, 0.077, -0.513, -0.370, 0.156, -0.067, 0.089, -0.619, -0.002, -0.029, 0.012, -0.037, -0.222, -0.005, -0.032, 0.377, 0.033, 0.100, -0.346, 0.399, -0.214, 0.088, 0.003, 0.176, 0.111, -0.326, 0.006, 0.072, -0.452, -0.417, 0.015, -0.074, -0.040, 0.557, 0.160, -0.055, -0.387, 0.271, -0.017, 0.304, 0.046, 0.334, 0.357, -0.028, -0.330, -0.389, 0.378, 0.164, -0.184, -0.036, -0.701, -0.023, -0.012, -0.467, 0.580, 0.025, -0.025, -0.025, -0.531, -0.349, 0.056, 0.076, -0.037, -0.027, 0.635, -0.001, 0.162, -0.456, 0.087, 0.096, -0.025, -0.204, 0.160, -0.284, -0.263, 0.383, 0.467, -0.308, 0.064, 0.340, -0.681, 0.663, 0.073, -0.064, -0.011, -0.051, 0.008, -0.033, 0.292, 0.351, 0.029, 0.347, -0.702, 0.324, -0.217, -0.036, -0.407, 0.016, 0.009, 0.200, -0.051, 0.137, 0.000, -0.008, -0.038, -0.163, -0.038, -0.007, -0.005, -0.039, -0.010, -0.044, -0.043, 0.182, 0.646, -0.386, 0.287, 0.387, -0.038, -0.040, 0.421, 0.135, -0.110, 0.405, -0.010, 0.027, 0.959, 0.012, 0.001, -0.323, 0.064, 0.131, -0.043, 0.016, 0.418, -0.405, -0.356, -0.172, 0.329], "lumo_energy_ev": -2.480, "molar_mass_g_mol": 5740.29, "homo_energy_ev": -11.07, "orbital_gap_ev": 8.59, "charge": 1, "e_tot_ev": -4668295.8166}

# 3
{"formula": "C12H18B3Be2F12N6", "method": "ωB97M-V/def2-TZVPD", "species": ["B", "H", "F", "C", "F", "C", "F", "H", "H", "F", "H", "F", "N", "F", "N", "C", "C", "N", "H", "F", "B", "C", "H", "H", "N", "F", "H", "Be", "H", "F", "F", "N", "H", "C", "H", "B", "F", "H", "C", "N", "H", "Be", "H", "C", "F", "H", "H", "H", "C", "C", "H", "C", "C"], "xyz": [[-7.529, 3.535, 1.675], [-1.561, -3.165, 7.502], [-4.917, -5.031, 0.731], [4.682, -0.514, -3.123], [0.356, 0.567, -0.006], [-1.406, 4.437, 5.461], [-0.062, -1.561, -0.734], [1.999, -7.635, -8.037], [4.235, 0.484, -4.995], [-1.323, -0.637, 0.897], [5.921, 1.264, 1.313], [-7.856, 4.757, 2.286], [0.905, -6.108, -5.536], [-7.920, 3.487, 0.382], [-2.256, 4.193, 6.177], [1.049, -6.394, -6.603], [4.522, 0.709, -3.968], [7.899, 3.537, 2.790], [0.244, 3.723, 4.316], [-3.041, -5.809, -0.053], [-0.048, -0.694, 0.324], [-0.476, -3.268, 7.519], [-0.020, -2.289, 7.371], [3.710, 1.302, -3.547], [0.287, -4.688, 5.415], [0.884, -1.120, 1.214], [0.468, 5.424, 4.824], [1.832, -5.396, 0.073], [-0.071, -3.663, 8.451], [-4.407, -4.520, -1.329], [-6.178, 3.255, 1.690], [-0.611, 5.173, -5.785], [-0.098, 7.292, -3.650], [5.864, 2.331, 1.528], [-0.625, 4.917, 3.536], [-4.341, -5.584, -0.364], [-4.953, -6.705, -0.874], [-1.308, 6.261, -2.888], [-0.510, 5.597, -4.721], [4.796, -1.462, -2.469], [4.975, 2.598, 2.099], [-6.057, -0.672, 0.336], [0.264, -7.239, -8.371], [1.215, -6.880, -7.977], [-8.111, 2.511, 2.312], [0.423, 5.776, -2.806], [1.465, -6.010, -8.583], [5.439, 1.293, -4.044], [-0.349, 6.260, -3.405], [-0.258, 4.666, 4.531], [5.908, 2.712, 0.508], [7.009, 2.991, 2.298], [-0.060, -4.007, 6.311]], "mulliken_charge": [0.547, 0.257, -0.312, 0.336, -0.282, 0.292, -0.325, 0.261, 0.290, -0.341, 0.286, -0.266, -0.309, -0.222, -0.319, 0.239, -0.716, -0.325, 0.248, -0.264, 0.637, -0.665, 0.255, 0.244, -0.381, -0.277, 0.271, 1.204, 0.284, -0.325, -0.241, -0.341, 0.246, -0.688, 0.255, 0.602, -0.309, 0.252, 0.264, -0.403, 0.225, 1.285, 0.263, -0.707, -0.204, 0.255, 0.256, 0.268, -0.675, -0.737, 0.232, 0.268, 0.314], "lumo_energy_ev": -11.643, "molar_mass_g_mol": 524.75, "homo_energy_ev": -13.13, "orbital_gap_ev": 1.49, "charge": 1, "e_tot_ev": -57103.2856}

# 4
{"formula": "C10H22ClFNO3PSTa", "method": "ωB97M-V/def2-TZVPD", "species": ["H", "O", "H", "H", "H", "H", "O", "C", "N", "H", "C", "H", "C", "H", "S", "C", "H", "H", "F", "H", "C", "H", "Ta", "C", "C", "H", "C", "H", "H", "P", "C", "H", "H", "Cl", "H", "H", "O", "H", "H", "H", "C"], "xyz": [[2.183, 2.044, -2.315], [-2.978, -1.035, -2.245], [0.454, 3.213, -0.999], [2.404, 1.975, 2.114], [-0.941, 0.150, -0.404], [-2.439, -3.196, 0.413], [-2.363, 2.400, -0.599], [2.643, 1.417, 1.202], [0.432, 0.524, -3.190], [2.655, -0.108, -2.279], [0.040, -2.543, 0.419], [-1.734, 3.307, 1.111], [-1.448, 3.264, 0.060], [-1.471, 0.254, 4.339], [-3.464, -1.851, -1.187], [3.680, 0.379, 1.480], [-0.340, -3.455, -1.485], [-0.600, -2.326, 1.278], [4.900, 0.955, 1.967], [-0.459, 0.335, -2.740], [-0.768, -2.648, -0.886], [3.374, -0.317, 2.262], [0.632, 0.700, 0.359], [1.186, -1.509, 0.394], [-2.235, -3.033, -0.645], [1.783, -1.674, 1.301], [-0.912, 0.504, 3.466], [-2.225, 2.494, -1.547], [-1.577, 4.283, -0.339], [1.566, 0.786, -2.081], [-0.344, 0.631, 2.399], [0.565, 3.427, 0.740], [1.865, -1.743, -0.438], [-3.677, -0.683, 0.469], [-0.691, -1.744, -1.487], [-2.542, -3.939, -1.170], [-4.702, -2.551, -1.351], [0.483, -3.532, 0.597], [3.069, 2.135, 0.488], [3.966, -0.162, 0.576], [0.031, 2.874, -0.046]], "mulliken_charge": [0.032, -0.503, 0.426, 0.428, 0.005, 0.497, -0.411, -0.878, -0.909, 0.024, -0.790, 0.298, -0.780, 0.418, 1.070, -0.244, 0.399, 0.378, -0.383, 0.299, -0.098, 0.220, 0.790, -1.232, -1.002, 0.372, -0.494, 0.275, 0.367, 0.194, -0.389, 0.365, 0.378, -0.166, 0.135, 0.359, -0.628, 0.385, 0.393, 0.200, -0.800], "lumo_energy_ev": 2.025, "molar_mass_g_mol": 502.73, "homo_energy_ev": -4.85, "orbital_gap_ev": 6.87, "charge": -1, "e_tot_ev": -55269.1584}

Q: What is the formula in the fourth record?
A: C10H22ClFNO3PSTa